Formula: C5H9N3O4S
Source: the Open Molecules 2025 dataset
Level of theory: ωB97M-V/def2-TZVPD

Last column: Mulliken charge in e.
Element x y z (Å)
C -1.269865 0.973288 -0.213229  1.238
C -1.172723 -1.204660 1.559278  0.779
C 2.650108 -0.163461 -0.152653  0.422
C -2.663841 1.446257 -0.438137  -1.328
C -0.865896 -0.251589 -0.587528  -0.761
N 3.663126 0.458849 0.432934  -0.398
N 1.465869 0.291581 -0.091914  -0.409
N 0.514696 -0.592751 -0.727257  -0.461
O -0.362593 -2.009261 1.469983  -0.401
O -0.492085 1.850213 0.454645  -0.629
O -2.099447 -0.605385 1.939776  -0.416
O 2.967297 -1.351276 -0.770924  -0.508
S -1.856380 -1.565934 -1.316474  -0.104
H -2.986100 1.799249 -1.495237  0.247
H -2.766008 2.387487 0.088646  0.406
H -3.379609 0.754993 -0.049901  0.298
H 3.505988 1.154827 1.099354  0.209
H 4.566777 0.019292 0.430458  0.230
H 0.475894 1.539758 0.267115  0.498
H 0.535975 -1.543315 -0.377565  0.520
H 2.203591 -1.665529 -1.166739  0.445
H -2.634764 -1.722632 -0.354625  0.123

Cartesian forces, eV/Å:
C -0.7 0.2 -0.6
C -2.4 0.7 1.9
C -0.5 -1.7 -0.8
C -0.5 1.7 -1.1
C 0.7 0.3 -1.0
N 1.9 -0.6 -0.6
N -1.4 -0.7 -0.4
N 0.2 -0.1 -0.3
O 2.0 -1.2 -0.4
O 1.2 -0.3 -0.9
O 0.0 0.3 0.0
O 2.7 2.3 2.1
S 2.0 1.2 -2.7
H 1.0 -1.3 1.3
H -0.1 0.0 0.6
H -0.6 -0.4 0.1
H -0.4 1.0 0.8
H -0.1 0.0 -0.1
H -1.2 0.4 0.7
H 0.6 -0.1 0.5
H -2.4 -0.9 -1.6
H -2.0 -0.4 2.4

The HOMO energy is -7.58 eV. The largest force on an atom is 4.1 eV/Å. The gap between HOMO and LUMO comes out at 8.07 eV. Its LUMO energy is 0.498 eV. The energy above the lowest of the compared OMol25 structures with the same formula, charge and spin is 0.0 kcal per mole.

***

Formula: C5H9N4
Source: the Open Molecules 2025 dataset
Level of theory: ωB97M-V/def2-TZVPD

Last column: Mulliken charge in e.
Element x y z (Å)
C 1.428259 1.402299 -0.037253  -0.223
C 1.158432 0.066887 -0.007150  0.543
C -0.920203 0.962354 -0.066779  -0.386
C -1.135185 -1.344078 0.067087  -0.368
C 2.180154 -0.987530 -0.000457  -1.192
N -0.251389 -0.164765 0.102248  0.190
N 0.318641 2.165125 0.085384  -0.135
N -2.206883 0.722824 -0.034401  0.095
N -2.446540 -0.651172 0.232693  -0.346
H 2.303721 1.977109 -0.190311  0.462
H -0.881069 -2.013711 -0.896538  0.277
H -0.870893 -1.920786 0.889711  0.302
H 3.159876 -0.455727 -0.253508  0.341
H 2.214408 -1.360019 1.126160  0.302
H 1.811423 -1.732329 -0.536931  0.414
H 0.103322 3.100871 0.021729  0.185
H -2.857670 1.439289 -0.242190  0.241
H -3.108409 -1.206635 -0.259488  0.299

Cartesian forces, eV/Å:
C -2.8 3.9 0.3
C -1.8 -1.7 0.1
C -2.6 1.0 -2.5
C 1.0 0.8 -2.1
C 1.7 3.7 4.7
N 3.4 -0.3 -0.2
N 2.2 -3.4 1.0
N 1.5 -0.6 0.1
N 1.1 -2.0 1.3
H 1.4 -0.4 0.1
H -1.1 1.6 1.6
H -0.1 -1.3 1.6
H -1.2 -1.5 0.1
H 0.3 0.6 -2.1
H -0.6 -3.7 -2.8
H 0.2 2.5 -0.2
H -1.2 0.0 -0.1
H -1.2 0.7 -0.8

The HOMO energy (spin up / spin down) is -9.66 / -13.02 eV. The net charge is +1. The largest force on an atom is 6.2 eV/Å. The expectation value of S² is 2.02. Its multiplicity is 3. The gap between HOMO and LUMO (spin up / spin down) comes out at 7.09 / 7.07 eV. Its LUMO energy (spin up / spin down) is -2.567 / -5.947 eV. The energy above the lowest of the compared OMol25 structures with the same formula, charge and spin is 62.7 kcal per mole.

***

Formula: C5H9N4O
Source: the Open Molecules 2025 dataset
Level of theory: ωB97M-V/def2-TZVPD

Last column: Mulliken charge in e.
Element x y z (Å)
C -0.290769 -0.049452 1.703465  0.344
C 0.735691 1.133920 0.055260  0.403
C -1.428540 -0.500653 0.822330  -0.944
C -0.898346 -0.370301 -0.629737  -0.680
C 0.596568 -0.279906 -0.672402  -0.533
N 0.355513 1.171566 1.289022  -0.699
N 2.229053 -1.767769 -0.142677  -0.841
N 1.340018 2.081015 -0.624545  -0.330
N 1.194373 -1.198048 0.257443  1.035
O 0.661215 -1.156543 1.473284  -0.313
H -0.615426 -0.212471 2.719545  0.474
H -1.634622 -1.513799 1.055084  0.343
H -2.202031 0.076373 1.100908  0.474
H -1.106440 -1.240736 -1.398500  0.369
H -1.383239 0.509174 -0.963988  0.364
H 1.167664 -0.169145 -1.531550  0.782
H 2.656705 -2.230372 0.585405  0.273
H 1.873842 1.845316 -1.451749  0.213
H 1.249276 3.066379 -0.468802  0.264

Cartesian forces, eV/Å:
C 0.1 0.2 -1.8
C 0.4 -2.2 2.1
C 3.1 -1.3 -1.5
C -1.7 -3.0 -1.8
C -1.0 3.6 2.9
N -0.9 0.1 0.0
N -2.6 1.5 -0.7
N 0.6 0.7 -1.6
N 1.1 0.7 -1.1
O 2.5 -2.1 0.3
H 0.8 0.6 0.6
H -0.4 -0.9 0.4
H -3.1 2.1 0.1
H -0.5 1.5 1.9
H 0.1 0.9 -1.2
H 0.5 -0.8 -1.9
H 1.4 -1.8 2.5
H -0.3 0.0 0.2
H -0.1 0.2 0.6

The HOMO energy is -13.96 eV. The net charge is +1. The largest force on an atom is 4.7 eV/Å. The gap between HOMO and LUMO comes out at 8.57 eV. Its LUMO energy is -5.395 eV. The energy above the lowest of the compared OMol25 structures with the same formula, charge and spin is 109.5 kcal per mole.

***

Formula: C5H9N4O2S
Source: the Open Molecules 2025 dataset
Level of theory: ωB97M-V/def2-TZVPD

Last column: Mulliken charge in e.
Element x y z (Å)
C -0.477647 1.994982 0.445024  -0.314
C -0.598967 0.866852 -1.632191  -0.015
C -0.777010 0.837472 1.115160  0.034
C -1.168616 -0.381964 0.334827  0.042
C 0.801327 -2.551999 2.024324  -0.665
N -0.284590 1.948303 -0.914256  0.005
N -1.094510 -0.222286 -1.045011  0.073
N -2.061926 -1.214397 0.861366  -0.527
N -1.036438 0.852290 2.485863  1.021
O -1.166140 1.952356 2.983065  -0.576
O -1.199201 -0.231049 3.038430  -0.654
S 0.941172 -1.585434 0.531774  -0.115
H -0.400886 2.936377 1.056185  0.441
H -0.499370 1.024912 -2.791811  0.340
H 0.380694 -3.449216 1.645557  0.271
H 0.165559 -2.044280 2.710318  0.149
H 1.733684 -2.872947 2.420217  0.363
H -0.146053 2.762163 -1.451406  0.267
H -1.470980 -1.100201 -1.452282  0.278
H -2.082762 -2.179728 0.367386  0.265
H -2.239912 -1.360153 1.900407  0.317

Cartesian forces, eV/Å:
C -0.3 -0.5 2.9
C -0.5 -0.2 -1.8
C -0.3 0.6 -4.2
C 4.1 0.1 3.6
C -0.6 -0.3 -1.2
N -0.6 -1.6 -0.2
N -0.5 0.0 -1.0
N -2.4 -3.9 -0.5
N -0.8 0.4 1.7
O 0.3 -0.5 0.5
O 0.4 1.1 0.5
S -0.6 1.8 -0.9
H 0.2 -1.0 -1.2
H -0.3 -1.0 2.5
H -0.9 -1.0 0.3
H -0.3 0.1 0.8
H 1.0 0.4 0.5
H 0.5 1.2 -0.3
H 0.8 1.2 -1.0
H -0.1 2.2 1.1
H 0.8 0.9 -2.1

The HOMO energy is -11.52 eV. The net charge is +1. The largest force on an atom is 5.5 eV/Å. The gap between HOMO and LUMO comes out at 5.84 eV. Its LUMO energy is -5.675 eV. The energy above the lowest of the compared OMol25 structures with the same formula, charge and spin is 127.8 kcal per mole.

***

Formula: C5H9N4S3
Source: the Open Molecules 2025 dataset
Level of theory: ωB97M-V/def2-TZVPD

Last column: Mulliken charge in e.
Element x y z (Å)
C 1.976235 1.067280 0.727127  0.276
C -1.532152 0.774588 0.126174  0.131
C -0.086231 0.718081 0.119642  -0.114
C -3.906172 -0.148497 0.283152  -0.709
C 1.444215 -2.516212 -1.792847  -0.816
N 2.045868 0.049242 -0.141108  -0.709
N 0.766622 -0.199765 -0.432110  0.695
N 0.688027 1.503477 0.959193  -0.035
N 3.169682 1.529267 1.190522  -0.388
S -2.169125 2.167073 -0.393108  -0.228
S -2.315715 -0.581479 0.901892  0.070
S 0.136060 -1.724262 -0.826785  0.154
H -3.777314 0.755098 -0.262439  0.220
H -4.532347 0.150859 1.090931  0.334
H -4.428346 -1.009709 -0.231942  0.289
H 1.828788 -3.207945 -1.171637  0.340
H 2.156119 -1.669886 -2.025951  0.271
H 0.949274 -3.127080 -2.565829  0.355
H 0.562613 2.479169 1.349212  0.354
H 3.873712 0.757885 1.254433  0.296
H 3.150194 2.232810 1.841478  0.213

Cartesian forces, eV/Å:
C 1.7 -1.0 -1.2
C -0.1 -0.1 0.5
C 2.1 -0.8 0.5
C -1.8 -1.8 0.2
C -1.1 2.8 -1.5
N -0.2 0.8 1.4
N -2.5 2.0 1.2
N 1.6 0.7 -0.9
N -0.4 -2.5 -1.4
S 0.3 0.5 -0.4
S 0.4 0.5 -0.8
S -0.8 -1.2 -0.6
H -0.3 0.2 -1.0
H -0.6 0.0 0.8
H 0.9 1.1 0.3
H 2.0 -2.0 2.2
H -0.6 -1.5 -0.5
H 0.3 1.1 -0.4
H -0.7 -1.8 -0.7
H -0.8 1.4 0.0
H 0.4 1.7 1.9

The HOMO energy is -12.44 eV. The net charge is +1. The largest force on an atom is 3.6 eV/Å. The gap between HOMO and LUMO comes out at 7.71 eV. Its LUMO energy is -4.729 eV. The energy above the lowest of the compared OMol25 structures with the same formula, charge and spin is 42.6 kcal per mole.

***

Formula: C5H9N6O2
Source: the Open Molecules 2025 dataset
Level of theory: ωB97M-V/def2-TZVPD

Last column: Mulliken charge in e.
Element x y z (Å)
C -1.424174 0.301989 -0.032211  0.849
C -2.483351 1.245291 -0.020805  0.080
C 2.605109 1.251832 0.003170  0.631
C 1.980242 -0.087169 -0.202010  -0.213
C -0.057220 -2.892406 -0.082087  -0.794
N -1.543904 -1.052065 0.053705  -0.641
N -0.203259 0.721936 -0.308286  -0.534
N 0.672262 -0.238397 -0.214609  0.229
N -3.772336 0.820649 0.076428  -0.337
N 3.943462 1.253642 0.056555  -0.417
N -0.430992 -1.591507 0.106937  0.449
O -2.212785 2.468651 -0.242198  -0.438
O 1.915716 2.256365 0.079715  -0.586
H 2.385113 -1.079028 -0.097157  0.236
H 0.805157 -3.239000 0.641123  0.284
H -0.754360 -3.669934 0.359412  0.316
H 0.024469 -3.042438 -1.090138  0.410
H -3.994555 -0.090775 0.467947  0.283
H -4.588607 1.376322 0.248523  0.283
H 4.289862 0.368847 0.303873  0.223
H 4.227703 2.137660 0.421394  0.297
H -1.383546 2.779541 -0.529277  0.390

Cartesian forces, eV/Å:
C -0.3 -2.4 0.4
C -1.8 -1.7 -0.6
C -1.8 0.4 -0.2
C -1.6 -1.7 0.6
C 0.9 -3.9 3.9
N -1.3 1.8 0.0
N 2.1 -0.4 -0.4
N -1.7 2.0 -0.5
N 1.2 0.1 0.8
N -1.1 0.3 -0.5
N 1.3 2.9 1.7
O -3.6 0.7 0.8
O 0.4 -0.3 0.0
H 1.1 0.1 -0.4
H -0.8 1.3 -2.0
H -0.2 1.4 -0.8
H 0.9 -1.1 -2.5
H 0.9 -0.2 -0.4
H 0.2 1.3 -0.4
H 1.5 -0.7 0.5
H 1.1 0.2 0.3
H 2.5 -0.2 -0.4

The HOMO energy is -11.44 eV. The net charge is +1. The largest force on an atom is 5.6 eV/Å. The gap between HOMO and LUMO comes out at 6.88 eV. Its LUMO energy is -4.563 eV. The energy above the lowest of the compared OMol25 structures with the same formula, charge and spin is 55.8 kcal per mole.

***

Formula: C5H9NO
Source: the Open Molecules 2025 dataset
Level of theory: ωB97M-V/def2-TZVPD

Last column: Mulliken charge in e.
Element x y z (Å)
C 2.654926 1.031291 -0.312025  -0.553
O 1.313822 0.663392 -0.164075  -0.103
C -1.235832 -0.091315 0.192070  1.014
C -1.653538 -0.652623 -1.136392  -1.146
C -1.186001 -0.967928 1.410489  -1.139
C -0.674349 1.098060 0.239784  -0.052
N 0.387372 1.748287 0.139870  -0.628
H 3.064679 1.501575 0.588301  0.240
H 3.145027 0.063283 -0.466303  0.214
H 2.824084 1.665611 -1.189302  0.236
H -1.027896 -1.534337 -1.327651  0.275
H -1.470086 0.066090 -1.939567  0.338
H -2.699489 -0.969612 -1.161815  0.348
H -2.170337 -1.314500 1.736046  0.347
H -0.687033 -0.457594 2.238828  0.336
H -0.585349 -1.849682 1.151739  0.274

Cartesian forces, eV/Å:
C 0.3 0.1 0.0
O 0.2 -0.2 -0.1
C 0.0 0.2 0.0
C -0.1 0.0 -0.1
C -0.1 0.0 0.1
C 0.4 -0.1 -0.1
N -0.3 -0.3 0.0
H -0.1 0.0 -0.1
H 0.1 0.3 0.0
H 0.0 0.0 0.1
H -0.2 0.1 0.0
H -0.1 -0.1 0.1
H 0.1 0.0 0.0
H 0.0 0.0 0.0
H -0.2 -0.1 -0.1
H -0.1 0.1 0.0

The HOMO energy is -9.17 eV. The largest force on an atom is 0.5 eV/Å. The gap between HOMO and LUMO comes out at 10.14 eV. Its LUMO energy is 0.968 eV. The energy above the lowest of the compared OMol25 structures with the same formula, charge and spin is 105.2 kcal per mole.